Record 1
Below is 4 unconnected molecules or ions with the total composition C2H13NO3S in a non-equilibrium geometry, with properties calculated with wB97M-V/def2-TZVPD.

Its structure (SMILES) is NCCS.O.O.O. The value obtained for the energy is -20752.37400 eV. As for the relative energy (zero: lowest compared OMol25 entry of this formula, charge and spin): 10.9 kcal/mol. As for the orbital gap: 8.94 eV. The calculation puts the LUMO energy at 0.012 Eh.

Each line ends with the Mulliken charge.
Geometry (Å):
N (-0.85, -0.12, -1.13)  -0.51
C (-1.42, 0.02, 0.24)  -0.47
C (-1.87, -1.33, 0.74)  -0.72
S (-0.56, -2.56, 0.85)  -0.19
H (-0.71, 0.81, -1.48)  0.22
H (-1.58, -0.57, -1.66)  0.21
H (-0.70, 0.44, 0.94)  0.32
H (-2.30, 0.66, 0.14)  0.31
H (-2.74, -1.63, 0.15)  0.41
H (-2.32, -1.28, 1.73)  0.33
H (-0.10, -2.39, -0.38)  0.10
O (2.90, 4.41, -0.73)  -0.64
H (2.19, 4.07, -1.27)  0.31
H (3.71, 3.98, -1.03)  0.32
O (1.01, -2.20, -2.43)  -0.66
H (0.81, -1.34, -2.04)  0.34
H (1.45, -1.98, -3.27)  0.29
O (0.83, 0.01, 3.54)  -0.62
H (1.78, 0.13, 3.47)  0.31
H (0.46, 0.89, 3.61)  0.31


Record 2
Below is 5 unconnected molecules or ions with the total composition C2H13NO4, with properties calculated with wB97M-V/def2-TZVPD.

Its structure (SMILES) is C=CN.O.O.O.O. The value obtained for the energy is -11964.78641 eV. As for the relative energy (zero: lowest compared OMol25 entry of this formula, charge and spin): 15.7 kcal/mol. As for the orbital gap: 9.39 eV. The calculation puts the LUMO energy at 0.023 Eh.

Each line ends with the Mulliken charge.
Geometry (Å):
C (0.41, -2.28, -0.42)  -0.55
C (-0.73, -1.61, -0.30)  -0.06
N (-1.17, -0.88, 0.82)  -0.55
H (1.27, -2.09, 0.22)  0.21
H (0.56, -2.87, -1.31)  0.24
H (-1.44, -1.60, -1.12)  0.24
H (-0.90, -1.30, 1.70)  0.22
H (-2.18, -0.79, 0.82)  0.22
O (3.28, -0.73, 1.10)  -0.65
H (4.03, -0.16, 1.29)  0.29
H (2.64, -0.13, 0.68)  0.37
O (-2.56, 2.08, 0.38)  -0.63
H (-2.61, 3.03, 0.27)  0.29
H (-2.07, 1.74, -0.38)  0.37
O (-0.71, 1.50, -1.91)  -0.68
H (-0.34, 1.49, -2.80)  0.30
H (-0.01, 1.38, -1.26)  0.39
O (1.08, 1.11, 0.42)  -0.72
H (1.08, 1.63, 1.23)  0.34
H (0.36, 0.47, 0.56)  0.36


Record 3
Below is 4 unconnected molecules or ions with the total composition C2H13NO4 in a non-equilibrium geometry, with properties calculated with wB97M-V/def2-TZVPD.

Its structure (SMILES) is NCCO.O.O.O. The value obtained for the energy is -11963.75046 eV. As for the relative energy (zero: lowest compared OMol25 entry of this formula, charge and spin): 39.6 kcal/mol. As for the orbital gap: 9.89 eV. The calculation puts the LUMO energy at 0.022 Eh.

Each line ends with the Mulliken charge.
Geometry (Å):
N (2.05, -0.39, 0.93)  -0.59
C (2.31, -0.42, -0.55)  -0.57
C (1.03, -0.65, -1.31)  -0.20
O (0.44, 0.65, -1.73)  -0.56
H (2.21, 0.45, 1.36)  0.22
H (2.49, -1.07, 1.41)  0.21
H (3.06, -1.19, -0.76)  0.30
H (2.75, 0.48, -0.94)  0.31
H (0.16, -1.33, -0.87)  0.26
H (1.39, -1.04, -2.42)  0.18
H (-0.59, 0.50, -1.61)  0.37
O (-2.15, 1.72, 0.81)  -0.62
H (-1.71, 1.15, 1.46)  0.37
H (-2.64, 2.22, 1.44)  0.31
O (-0.76, -0.27, 1.92)  -0.70
H (-0.84, -0.93, 2.51)  0.28
H (0.18, -0.49, 1.58)  0.40
O (-2.04, -0.72, -0.70)  -0.61
H (-1.98, -0.36, 0.15)  0.35
H (-2.82, -0.36, -1.07)  0.28


Record 4
Below is 5 unconnected molecules or ions with the total composition C2H13NO4 in a non-equilibrium geometry, with properties calculated with wB97M-V/def2-TZVPD.

Its structure (SMILES) is C=NC.O.O.O.O. The value obtained for the energy is -11963.71873 eV. As for the relative energy (zero: lowest compared OMol25 entry of this formula, charge and spin): 40.3 kcal/mol. As for the orbital gap: 10.70 eV. The calculation puts the LUMO energy at 0.020 Eh.

Each line ends with the Mulliken charge.
Geometry (Å):
C (1.39, -0.79, 1.31)  -0.26
N (1.42, -0.55, 0.07)  -0.34
C (2.51, 0.48, -0.27)  -0.77
H (0.67, -1.49, 1.72)  0.23
H (2.17, -0.53, 2.04)  0.28
H (2.56, 1.15, 0.58)  0.35
H (3.45, 0.00, -0.48)  0.28
H (2.01, 1.00, -1.08)  0.24
O (-2.21, -2.53, 0.46)  -0.60
H (-2.66, -1.91, -0.11)  0.30
H (-1.57, -2.88, -0.14)  0.30
O (-0.25, 4.02, -2.63)  -0.64
H (-0.95, 4.61, -2.28)  0.32
H (-0.73, 3.51, -3.26)  0.32
O (-1.91, -1.43, 3.38)  -0.65
H (-2.05, -2.20, 2.82)  0.31
H (-2.14, -0.70, 2.81)  0.31
O (-0.69, -0.15, -1.91)  -0.64
H (-0.46, -0.38, -1.02)  0.36
H (-0.57, 0.78, -2.03)  0.30


Record 5
Below is 5 unconnected molecules or ions with the total composition C2H13NO4 in a non-equilibrium geometry, with properties calculated with wB97M-V/def2-TZVPD.

Its structure (SMILES) is C=NC.O.O.O.O. The value obtained for the energy is -11962.63798 eV. As for the relative energy (zero: lowest compared OMol25 entry of this formula, charge and spin): 65.2 kcal/mol. As for the orbital gap: 9.73 eV. The calculation puts the LUMO energy at 0.021 Eh.

Each line ends with the Mulliken charge.
Geometry (Å):
C (2.07, -2.29, 2.50)  -0.27
N (1.51, -1.24, 2.97)  -0.43
C (0.57, -0.35, 2.30)  -0.60
H (2.48, -2.83, 3.31)  0.26
H (2.09, -2.75, 1.58)  0.29
H (1.26, 0.38, 1.73)  0.23
H (0.13, 0.24, 3.14)  0.25
H (-0.32, -0.73, 1.77)  0.26
O (4.50, 4.22, -1.50)  -0.60
H (5.19, 4.40, -2.09)  0.30
H (4.43, 3.31, -1.71)  0.31
O (-5.41, -3.97, -1.93)  -0.72
H (-6.00, -3.33, -2.29)  0.33
H (-5.02, -3.49, -1.19)  0.35
O (0.63, 5.20, -0.30)  -0.64
H (1.37, 4.57, -0.08)  0.33
H (0.67, 5.54, -1.15)  0.31
O (-3.43, -2.14, -2.02)  -0.64
H (-2.67, -2.03, -2.64)  0.32
H (-4.06, -2.71, -2.39)  0.36


Record 6
Below is a molecular structure, C2H13NO4 in a non-equilibrium geometry, with properties calculated with wB97M-V/def2-TZVPD.

The value obtained for the energy is -11956.78431 eV. As for the relative energy (zero: lowest compared OMol25 entry of this formula, charge and spin): 200.2 kcal/mol. As for the orbital gap: 3.94 eV. The calculation puts the LUMO energy at -0.198 Eh.

Each line ends with the Mulliken charge.
Geometry (Å):
C (1.31, 1.02, -1.47)  -1.17
O (0.49, -2.26, 0.69)  -0.70
C (-0.03, 0.85, -0.65)  -0.23
N (-0.78, -0.29, -1.21)  -0.25
H (0.99, 0.85, -2.48)  0.37
H (1.67, 2.03, -1.41)  0.35
H (2.03, 0.34, -1.12)  0.31
H (-0.65, 1.74, -0.67)  0.52
H (0.29, 0.62, 0.40)  0.31
H (-0.15, -1.07, -1.09)  0.34
H (-1.69, -0.44, -0.67)  0.37
H (-1.20, 1.34, 2.50)  0.31
H (3.08, -1.05, 1.46)  0.24
O (-1.42, 1.59, 1.58)  -0.63
H (0.74, -3.08, 0.31)  0.28
H (1.38, -1.52, 0.76)  0.42
O (2.44, -0.81, 0.79)  -0.70
H (-3.59, -0.62, 0.56)  0.22
H (-2.08, 0.82, 1.25)  0.43
O (-2.84, -0.07, 0.47)  -0.77


Record 7
Below is 5 unconnected molecules or ions with the total composition C2H13NO4 in a non-equilibrium geometry, with properties calculated with wB97M-V/def2-TZVPD.

Its structure (SMILES) is C=NC.O.O.O.O. The value obtained for the energy is -11963.56807 eV. As for the relative energy (zero: lowest compared OMol25 entry of this formula, charge and spin): 43.8 kcal/mol. As for the orbital gap: 10.04 eV. The calculation puts the LUMO energy at 0.021 Eh.

Each line ends with the Mulliken charge.
Geometry (Å):
C (0.43, 0.47, -2.17)  -0.32
N (1.18, -0.01, -1.28)  -0.33
C (1.85, -1.27, -1.54)  -0.89
H (-0.61, 0.79, -2.04)  0.22
H (0.71, 0.26, -3.22)  0.26
H (2.89, -1.18, -1.22)  0.26
H (1.73, -1.58, -2.58)  0.40
H (1.44, -2.07, -0.91)  0.26
O (-2.38, 0.31, 1.53)  -0.68
H (-3.03, -0.23, 2.01)  0.29
H (-1.69, 0.39, 2.25)  0.40
O (-0.24, 0.07, 2.97)  -0.73
H (0.08, 0.80, 3.53)  0.29
H (0.57, 0.01, 2.39)  0.44
O (-2.87, 0.74, -1.39)  -0.65
H (-3.73, 0.45, -1.07)  0.30
H (-2.29, 0.46, -0.66)  0.34
O (1.86, 0.19, 1.34)  -0.72
H (1.77, 0.45, 0.39)  0.52
H (2.33, 0.97, 1.67)  0.34


Record 8
Below is 4 unconnected molecules or ions with the total composition C2H13NO4 in a non-equilibrium geometry, with properties calculated with wB97M-V/def2-TZVPD.

Its spin multiplicity is 2. Its total charge is +1. The value obtained for the energy is -11955.32821 eV. As for the expectation value of S²: 0.75. As for the relative energy (zero: lowest compared OMol25 entry of this formula, charge and spin): 23.4 kcal/mol. As for the orbital gap (alpha / beta): 11.48 / 7.02 eV. The calculation puts the LUMO energy (alpha / beta) at -0.133 / -0.296 Eh.

Each line ends with the Mulliken spin population.
Geometry (Å):
C (1.48, -1.50, -1.61)  0.00
N (0.43, -0.55, -1.78)  0.84
C (-0.92, -0.84, -1.21)  -0.02
O (-1.77, 0.14, -1.69)  0.00
H (1.52, -2.42, -2.22)  0.06
H (1.66, -1.78, -0.57)  0.03
H (2.45, -1.02, -1.89)  0.01
H (0.52, 0.28, -2.36)  -0.03
H (-1.31, -1.80, -1.65)  0.05
H (-0.84, -0.79, -0.08)  0.05
H (-1.98, 0.85, -1.08)  0.00
H (0.82, 1.21, 1.41)  0.00
H (1.55, 1.81, 2.55)  0.00
O (1.12, 0.99, 2.29)  0.00
H (-0.22, -2.59, 2.56)  0.00
H (0.23, -1.18, 2.12)  0.00
O (-0.47, -1.84, 2.03)  0.00
H (-0.19, 2.26, 1.41)  0.00
H (-0.64, 2.96, 0.22)  0.00
O (-0.08, 3.14, 1.00)  0.00


Record 9
Below is a molecular structure, C2H14CdO6 in a non-equilibrium geometry, with properties calculated with wB97M-V/def2-TZVPD.

The value obtained for the energy is -19141.24058 eV. As for the relative energy (zero: lowest compared OMol25 entry of this formula, charge and spin): 183.6 kcal/mol. As for the orbital gap: 2.73 eV. The calculation puts the LUMO energy at -0.154 Eh.

Each line ends with the Mulliken charge.
Geometry (Å):
Cd (-21.65, -21.12, 0.08)  0.73
C (-16.37, -16.50, 1.28)  -1.00
C (-17.88, -16.90, 1.35)  -0.08
O (-18.12, -18.26, 0.97)  -0.54
H (-15.62, -17.18, 1.69)  0.32
H (-16.15, -15.54, 1.76)  0.33
H (-16.13, -16.31, 0.23)  0.26
H (-18.36, -16.17, 0.69)  0.21
H (-18.07, -16.75, 2.41)  0.20
O (-23.04, -21.76, 3.17)  -0.70
H (-23.04, -20.96, 3.72)  0.26
O (-20.80, -20.53, -3.60)  -0.63
H (-19.89, -20.26, -3.73)  0.32
H (-21.09, -20.79, -4.48)  0.31
O (-24.02, -18.15, -0.62)  -0.62
H (-23.92, -17.26, -0.98)  0.31
H (-24.84, -18.46, -0.98)  0.31
O (-24.26, -23.35, -1.45)  -0.63
H (-24.42, -23.51, -2.38)  0.31
H (-24.81, -23.99, -0.99)  0.32
O (-19.94, -24.29, -0.46)  -0.62
H (-19.14, -24.70, -0.77)  0.30
H (-20.53, -25.03, -0.30)  0.31


Record 10
Below is a molecular structure, C2H14FeO6 in a non-equilibrium geometry, with properties calculated with wB97M-V/def2-TZVPD.

Its spin multiplicity is 6. Its total charge is +1. The value obtained for the energy is -48966.64435 eV. As for the expectation value of S²: 8.76. As for the relative energy (zero: lowest compared OMol25 entry of this formula, charge and spin): 0.0 kcal/mol. As for the orbital gap (alpha / beta): 8.69 / 8.10 eV. The calculation puts the LUMO energy (alpha / beta) at -0.135 / -0.145 Eh.

Each line ends with the Mulliken spin population.
Geometry (Å):
Fe (0.27, 0.37, -0.05)  4.20
C (0.04, -2.18, 1.85)  0.00
O (0.04, -0.88, 1.35)  0.31
H (-0.95, -2.48, 2.21)  0.01
H (0.29, -2.93, 1.09)  0.01
H (0.73, -2.25, 2.69)  0.01
C (-2.03, -1.16, -1.59)  0.00
O (-0.86, -0.42, -1.41)  0.31
H (-2.05, -2.04, -0.94)  0.01
H (-2.90, -0.52, -1.41)  0.02
H (-2.20, -1.46, -2.63)  0.01
O (1.56, 1.57, 1.14)  0.02
H (1.70, 1.49, 2.10)  0.00
H (2.08, 2.34, 0.87)  0.00
O (-1.19, 1.65, 0.65)  0.03
H (-2.03, 1.40, 1.07)  0.00
H (-1.17, 2.61, 0.66)  0.00
O (1.94, -0.52, -0.74)  0.04
H (2.83, -0.21, -0.54)  0.00
H (2.06, -1.34, -1.23)  0.00
O (0.61, 2.00, -1.49)  0.02
H (-0.14, 2.33, -2.01)  0.00
H (1.33, 2.62, -1.66)  0.00